[1]
Here is a 2-piece molecular cluster, C6H8 overall at a distorted geometry from the OMol25 dataset. Energies are from the ωB97M-V functional and the def2-TZVPD basis.

Summary:
SMILES: C=C1CC1.C#C
energy above the lowest of the compared OMol25 structures with the same formula, charge and spin: 447.49 kJ/mol

Cartesian coordinates (Å):
C1 -2.3184 0.8772 -0.2651
C2 -2.1666 -0.2139 0.2001
C3 0.8662 -1.7791 -0.0395
C4 0.7244 0.7598 0.8481
C5 1.0095 0.8802 -0.6460
C6 0.7560 -0.4727 0.0098
H1 -2.7045 1.6289 -0.9140
H2 -2.0057 -1.1188 0.6657
H3 1.1605 -2.1944 0.9812
H4 0.8614 -2.2650 -0.9920
H5 1.7227 0.6675 1.3889
H6 -0.2128 1.0054 1.1298
H7 0.2783 1.2621 -1.4117
H8 2.0290 0.9628 -0.9553

Atomic charges from the natural (NBO) analysis, expressed in e, are listed below: C -0.27; C -0.20; C -0.46; C -0.47; C -0.46; C 0.05; H 0.24; H 0.23; H 0.21; H 0.21; H 0.23; H 0.25; H 0.23; H 0.22

[2]
Here is one molecule with the formula C6H8 at a distorted geometry from the OMol25 dataset. Energies are from the ωB97M-V functional and the def2-TZVPD basis.

Summary:
energy above the lowest of the compared OMol25 structures with the same formula, charge and spin: 397.64 kJ/mol

Cartesian coordinates (Å):
C1 -1.7324 0.4044 0.1695
C2 -0.0412 0.4034 -1.0468
C3 1.1115 0.9345 -0.3142
C4 1.5302 -0.5457 0.6161
C5 0.3952 -1.2105 0.8004
C6 -0.7174 -0.5812 -0.1946
H1 -1.5096 1.3696 0.5970
H2 -2.7944 0.1020 0.2561
H3 -0.0181 0.3523 -2.1376
H4 0.8598 1.4677 0.6004
H5 1.8195 1.5530 -0.9168
H6 2.5806 -0.5982 0.9064
H7 0.0663 -2.0695 1.4052
H8 -1.1865 -1.3796 -0.7712

Atomic charges from the natural (NBO) analysis, expressed in e, are listed below: C -0.39; C -0.11; C -0.49; C -0.18; C -0.23; C -0.36; H 0.20; H 0.21; H 0.22; H 0.23; H 0.23; H 0.22; H 0.23; H 0.23

[3]
Here is one molecule with the formula C6H8 at a distorted geometry from the OMol25 dataset. Energies are from the ωB97M-V functional and the def2-TZVPD basis.

Summary:
SMILES: C=C=C1CCC1
energy above the lowest of the compared OMol25 structures with the same formula, charge and spin: 245.91 kJ/mol

Cartesian coordinates (Å):
C1 2.7863 -0.3647 0.3819
C2 1.5260 -0.1391 0.1635
C3 0.2452 0.0005 0.1863
C4 -0.5844 1.2369 -0.0432
C5 -1.7048 0.2729 -0.5226
C6 -0.9422 -0.9208 0.0985
H1 3.5305 -0.3303 -0.4021
H2 2.7040 -1.1233 1.1593
H3 -0.8058 1.7892 0.8696
H4 -0.1749 1.9159 -0.7986
H5 -2.7066 0.4851 -0.1497
H6 -1.7185 0.1750 -1.6095
H7 -0.8472 -1.8633 -0.4468
H8 -1.3076 -1.1340 1.1134

Atomic charges from the natural (NBO) analysis, expressed in e, are listed below: C -0.54; C 0.13; C -0.11; C -0.40; C -0.39; C -0.41; H 0.22; H 0.24; H 0.21; H 0.21; H 0.20; H 0.21; H 0.21; H 0.21